# C25H28F18IN3O8PS

The ion C25H28F18IN3O8PS with charge +1 (ωB97M-V/def2-TZVPD, OMol25).

Calculated values
* SMILES: CC(=O)N(C(C)=O)[C@]1(C[C@@H](C)I)O[C@@](CC=O)(S(=O)(=O)F)[C@](CCC(F)(F)C(F)(F)C(F)(F)C(F)(F)C(F)(F)C(F)(F)F)(P(C)C)[N@@+]1(CON=O)C(F)(F)C(F)F
* calculated total energy: -124331.4397 eV
* charge: +1

Each line ends with the Löwdin charge.
Positions of all 85 atoms, in Å:
C  5.76414  -1.53220  2.34201  0.00
C  4.56223  -2.07426  1.29939  -0.23
O  5.13907  -2.85950  0.34225  0.00
N  3.12347  -1.82593  1.52268  0.00
C  2.76182  -2.19864  2.90096  -0.23
C  3.02490  -1.38497  4.32376  0.01
O  2.23557  -3.44409  3.08546  0.01
C  2.38757  -0.74738  0.82778  -0.24
C  3.37178  0.51605  1.06145  -0.16
C  2.83548  2.02885  1.18657  -0.67
C  2.98726  2.67195  2.72676  -0.18
I  4.25144  3.30666  0.00953  0.83
O  1.32667  -0.44793  1.85685  -0.12
C  -0.09613  -0.81219  1.51670  -0.28
C  -0.63774  -2.06360  2.33715  -0.13
C  -0.76818  -3.56780  1.82983  -0.13
O  -1.93633  -4.22306  1.57544  -0.06
S  -0.89319  0.58233  2.57100  0.95
O  -0.73122  0.21114  4.10359  -0.32
O  -2.43920  0.67555  2.40200  -0.30
F  -0.08862  2.08664  2.47703  -0.21
C  0.02711  -0.65731  -0.14681  -0.31
C  -0.60627  0.80137  -0.47586  -0.19
C  -0.97617  1.27692  -1.98412  -0.07
C  -1.47659  2.88093  -1.87261  -0.17
F  -2.03339  3.24312  -0.55823  0.03
F  -0.18171  3.65570  -1.98100  -0.01
C  -2.38046  3.30754  -3.17145  -0.08
F  -2.24453  2.35391  -4.33697  0.03
F  -1.76897  4.59042  -3.69097  0.03
C  -3.94523  3.68215  -2.86154  -0.10
F  -3.94888  4.89441  -2.01047  0.06
F  -4.51331  4.13602  -4.18860  0.04
C  -4.89736  2.45610  -2.37054  -0.08
F  -4.42686  1.69623  -1.19107  0.03
F  -4.90901  1.45732  -3.50706  0.03
C  -6.47214  2.81961  -2.10911  -0.08
F  -6.75130  4.18419  -1.62226  0.06
F  -7.14873  2.70911  -3.45501  0.04
C  -7.20137  1.79433  -1.00668  -0.13
F  -8.67933  2.08723  -1.12167  0.03
F  -7.04117  0.36226  -1.34370  0.05
F  -6.85010  2.13554  0.40906  0.05
P  -1.37379  -1.69193  -0.84916  0.94
C  -1.52705  -1.94245  -2.68780  -0.29
C  -3.03284  -1.62962  -0.00685  -0.25
N  1.53362  -0.97219  -0.46111  0.06
C  1.75622  -2.47858  -0.64022  -0.10
O  1.22338  -3.14291  -1.83950  -0.17
N  1.59999  -4.44826  -1.74305  0.03
O  0.58700  -5.12834  -1.50886  0.10
C  2.12198  -0.32396  -1.69291  -0.12
F  1.38213  -0.59164  -2.98395  0.05
F  2.15304  1.18677  -1.69811  0.01
C  3.66704  -0.65836  -2.08652  -0.03
F  4.31062  0.48203  -2.83674  -0.01
F  3.72630  -1.82451  -3.04531  0.00
H  5.83936  -0.34428  2.33714  0.10
H  6.83618  -1.90751  2.03011  0.11
H  5.60453  -1.95943  3.44550  0.10
H  2.11543  -1.70599  5.02770  0.12
H  3.99303  -1.71782  4.88967  0.10
H  2.91171  -0.22565  4.17753  0.08
H  3.78984  0.36576  2.17760  0.12
H  4.35160  0.53867  0.38897  0.09
H  1.80286  2.30756  0.76929  0.05
H  4.09404  2.52201  3.07540  0.09
H  2.27884  2.07945  3.44923  0.07
H  2.61993  3.79245  2.74066  0.10
H  0.01442  -2.13059  3.34058  0.15
H  -1.72247  -1.78002  2.75875  0.15
H  0.19236  -4.26515  1.69895  0.14
H  -0.08979  1.72202  0.00554  0.11
H  -1.72580  0.77298  -0.04918  0.11
H  -0.13704  1.34867  -2.77236  0.13
H  -1.97593  0.74758  -2.36781  0.13
H  -2.68577  -2.00653  -2.97063  0.09
H  -1.08171  -1.12212  -3.40486  0.06
H  -1.08553  -2.99528  -3.03760  0.07
H  -3.47745  -0.52294  -0.06177  0.05
H  -3.81151  -2.28744  -0.62771  0.11
H  -3.12799  -1.95939  1.10615  0.06
H  2.87028  -2.81619  -0.76470  0.16
H  1.33339  -3.13194  0.23388  0.15
H  4.39048  -0.91959  -1.21751  0.16

---

# C51H135N9O18

A cluster of 12 separate species, C51H135N9O18 in total (ωB97M-V/def2-TZVPD, OMol25).

Calculated values
* SMILES: COC[C@H](C)N.COC[C@H](C)N.COC[C@H](C)N.COCCNCCOC.COCCNCCOC.COCCNCCOC.COCCNCCOC.COCCNCCOC.COCCNCCOC.CO.CO.CO
* relative energy (zero: lowest compared OMol25 entry of this formula, charge and spin): 5.149 eV
* calculated total energy: -105327.1946 eV

Each line ends with the Löwdin charge.
Positions of all 213 atoms, in Å:
C  12.93384  -13.86994  -25.73635  -0.09
O  11.63918  -14.10441  -25.18081  -0.19
C  11.68771  -14.58672  -23.85666  -0.23
C  10.28052  -14.78422  -23.33127  -0.46
C  9.54842  -13.45306  -23.43581  -0.06
N  10.29816  -15.12739  -21.92906  0.04
H  12.81378  -13.83593  -26.81918  0.08
H  13.59546  -14.72916  -25.62639  0.08
H  13.33814  -12.95025  -25.31349  0.09
H  12.21484  -15.54058  -23.83725  0.12
H  12.20422  -13.88300  -23.20390  0.13
H  9.82872  -15.60669  -23.88582  0.14
H  9.12711  -13.25719  -24.42183  0.07
H  10.15486  -12.58865  -23.16538  0.08
H  8.65768  -13.48361  -22.80830  0.07
H  10.71927  -16.03946  -21.82461  0.07
H  9.33126  -15.38765  -21.79686  0.07
C  10.87613  -27.12597  -14.45643  -0.12
O  10.66400  -25.90801  -13.77996  -0.21
C  10.11217  -25.93962  -12.42367  -0.16
C  9.94702  -24.49387  -11.87282  -0.40
C  11.28093  -23.78487  -11.59285  -0.09
N  9.22037  -24.34393  -10.58525  0.01
H  11.25019  -27.04194  -15.47679  0.08
H  9.90121  -27.61340  -14.46307  0.08
H  11.60710  -27.74162  -13.93226  0.08
H  9.20220  -26.53000  -12.31644  0.12
H  10.82387  -26.48173  -11.80101  0.12
H  9.38618  -23.91256  -12.60469  0.13
H  11.15498  -22.71518  -11.42549  0.07
H  11.91632  -23.74535  -12.47761  0.07
H  11.75001  -24.22418  -10.71247  0.08
H  9.65294  -24.89776  -9.85983  0.06
H  9.31907  -23.39989  -10.24009  0.06
C  0.83471  -22.30452  -19.39849  -0.11
O  0.27259  -21.57560  -18.29897  -0.19
C  1.17395  -21.46584  -17.21268  -0.20
C  0.41308  -20.55134  -16.22442  -0.42
C  0.50240  -19.02467  -16.56128  -0.06
N  0.91358  -20.80786  -14.90800  0.03
H  1.73467  -21.83519  -19.79587  0.08
H  0.16966  -22.29240  -20.26200  0.08
H  1.04876  -23.36563  -19.27070  0.08
H  1.35821  -22.46827  -16.82633  0.12
H  2.09693  -21.00682  -17.56694  0.12
H  -0.63938  -20.82530  -16.15108  0.14
H  1.47540  -18.53890  -16.48773  0.07
H  -0.21280  -18.49416  -15.93268  0.06
H  0.17542  -18.76095  -17.56709  0.07
H  0.35830  -20.21492  -14.30784  0.06
H  1.86725  -20.50290  -14.77519  0.07
C  11.08133  -19.73896  -16.79541  -0.12
O  10.91985  -20.10453  -18.14679  -0.20
C  11.68053  -19.31909  -19.05025  -0.21
C  11.39615  -19.83226  -20.47921  -0.21
N  10.10671  -19.40213  -20.95148  -0.06
C  8.94586  -20.12697  -20.38099  -0.20
C  7.70944  -19.56955  -20.97856  -0.24
O  7.50450  -18.22951  -20.53959  -0.17
C  6.27624  -17.68744  -20.89164  -0.13
H  10.79853  -18.70587  -16.59335  0.08
H  12.08046  -19.84679  -16.37324  0.08
H  10.40064  -20.35551  -16.20836  0.09
H  12.74910  -19.30393  -18.83569  0.11
H  11.42735  -18.25957  -19.01252  0.12
H  11.49106  -20.91596  -20.54770  0.11
H  12.10078  -19.45077  -21.21817  0.12
H  10.02517  -19.58604  -21.94125  0.10
H  8.87807  -20.15750  -19.29353  0.12
H  9.05589  -21.15998  -20.71094  0.12
H  6.87723  -20.20982  -20.68606  0.13
H  7.89636  -19.68537  -22.04615  0.12
H  5.96216  -18.11803  -21.84245  0.08
H  6.36666  -16.60544  -20.98753  0.08
H  5.47090  -17.90557  -20.19024  0.08
C  10.71266  -10.87836  -30.73709  -0.12
O  9.40710  -11.43815  -30.73553  -0.18
C  9.54935  -12.84930  -31.01242  -0.20
C  8.15022  -13.47701  -30.85400  -0.19
N  8.10531  -14.86989  -30.30554  -0.07
C  8.48402  -14.92220  -28.90637  -0.21
C  7.94430  -16.28682  -28.29270  -0.21
O  6.51695  -16.25859  -28.31682  -0.19
C  5.99290  -17.49943  -27.82274  -0.11
H  11.38393  -11.36885  -30.03217  0.08
H  10.74196  -9.79665  -30.60611  0.09
H  11.10800  -11.04658  -31.73884  0.08
H  10.17072  -13.33420  -30.25951  0.10
H  9.98548  -13.07074  -31.98652  0.12
H  7.58261  -13.37606  -31.77905  0.11
H  7.52134  -12.84432  -30.22765  0.11
H  7.10990  -15.04059  -30.31660  0.09
H  8.06707  -14.07652  -28.35950  0.12
H  9.56031  -14.84319  -28.75321  0.10
H  8.40760  -16.34434  -27.30774  0.11
H  8.33545  -17.13984  -28.84718  0.12
H  6.29098  -17.84873  -26.83419  0.08
H  6.25697  -18.30083  -28.51275  0.08
H  4.90682  -17.44351  -27.89624  0.09
C  11.66166  -21.44967  -25.39125  -0.11
O  10.44809  -21.71879  -24.70370  -0.21
C  9.81418  -22.98954  -24.96191  -0.18
C  10.70054  -24.21967  -24.75168  -0.25
N  10.90822  -24.54619  -23.36660  -0.07
C  11.95534  -25.56123  -23.21573  -0.18
C  12.45070  -25.74281  -21.70333  -0.22
O  13.15810  -24.59993  -21.37434  -0.21
C  13.31553  -24.42523  -19.97609  -0.10
H  11.67719  -21.76585  -26.43427  0.09
H  12.45502  -21.98344  -24.86802  0.08
H  11.86486  -20.38442  -25.28156  0.09
H  9.42326  -22.99847  -25.97936  0.11
H  8.96241  -23.04499  -24.28404  0.12
H  11.68212  -24.14506  -25.21969  0.10
H  10.25544  -25.09217  -25.22995  0.12
H  11.23731  -23.67197  -22.98248  0.10
H  12.77557  -25.24657  -23.86095  0.11
H  11.65250  -26.57633  -23.47259  0.11
H  13.03846  -26.65563  -21.60637  0.12
H  11.55594  -25.76947  -21.08141  0.12
H  12.34700  -24.25380  -19.50634  0.09
H  14.04523  -23.66352  -19.70138  0.09
H  13.64160  -25.37447  -19.55098  0.08
C  5.82022  -19.97199  -14.62396  -0.10
O  5.14032  -19.47049  -13.46992  -0.21
C  6.01520  -19.06676  -12.38485  -0.20
C  5.26572  -19.24595  -11.08872  -0.24
N  4.06187  -18.42767  -10.95411  -0.05
C  3.06146  -18.82823  -9.90233  -0.17
C  1.79534  -17.93207  -10.05308  -0.24
O  1.16966  -18.10393  -11.30204  -0.19
C  -0.01071  -17.36214  -11.51971  -0.11
H  6.44015  -19.14254  -14.96426  0.08
H  5.02539  -20.16035  -15.34567  0.08
H  6.38652  -20.89099  -14.47280  0.08
H  6.32628  -18.04039  -12.57949  0.12
H  6.90060  -19.67682  -12.20593  0.12
H  5.94387  -18.99531  -10.27300  0.11
H  5.05277  -20.28831  -10.85158  0.12
H  3.57700  -18.43048  -11.84010  0.09
H  3.43764  -18.84290  -8.87941  0.11
H  2.59603  -19.79553  -10.09156  0.11
H  2.08851  -16.89644  -9.88102  0.12
H  1.13036  -18.20399  -9.23335  0.11
H  0.20261  -16.31717  -11.74472  0.09
H  -0.71311  -17.42409  -10.68851  0.09
H  -0.46450  -17.75685  -12.42877  0.08
C  15.94868  -22.54358  -27.38840  -0.09
O  15.93107  -22.30048  -25.96258  -0.17
C  16.87119  -23.11662  -25.30858  -0.27
C  16.78978  -22.91367  -23.84266  -0.24
N  17.34540  -21.62024  -23.47608  -0.06
C  17.14254  -21.36344  -22.01646  -0.18
C  17.50362  -19.94752  -21.50556  -0.19
O  16.63271  -18.95080  -22.09130  -0.21
C  16.69683  -17.67735  -21.53597  -0.13
H  15.84227  -23.61256  -27.57290  0.08
H  16.84764  -22.20673  -27.90466  0.08
H  15.17127  -21.95294  -27.87305  0.08
H  17.92100  -23.01095  -25.58212  0.13
H  16.73419  -24.15464  -25.61163  0.12
H  17.30894  -23.70371  -23.30008  0.12
H  15.75850  -22.93554  -23.49042  0.11
H  16.91749  -20.93909  -24.08684  0.10
H  17.79548  -22.09793  -21.54496  0.11
H  16.11003  -21.61476  -21.77387  0.11
H  18.54176  -19.73027  -21.75691  0.12
H  17.41660  -19.98015  -20.41953  0.11
H  16.33741  -17.79100  -20.51323  0.08
H  15.97416  -17.04914  -22.05674  0.09
H  17.70135  -17.26009  -21.60621  0.09
C  0.56852  -12.24233  -16.23315  -0.09
O  1.09714  -11.56647  -17.38087  -0.21
C  1.15502  -12.38992  -18.52692  -0.23
C  1.84101  -11.68717  -19.70812  -0.21
N  3.23311  -11.26614  -19.40134  -0.04
C  3.76870  -10.55076  -20.61050  -0.18
C  3.19812  -9.12000  -20.78232  -0.25
O  3.66966  -8.29553  -19.75365  -0.18
C  3.29731  -6.91984  -19.98909  -0.09
H  0.42634  -11.56804  -15.38863  0.09
H  1.33881  -12.97099  -15.98054  0.09
H  -0.40108  -12.69219  -16.44670  0.08
H  0.13753  -12.64424  -18.82379  0.12
H  1.73070  -13.26736  -18.23230  0.12
H  1.22086  -10.85867  -20.05033  0.10
H  1.82289  -12.43774  -20.49832  0.12
H  3.13312  -10.63295  -18.62085  0.09
H  3.61745  -11.16565  -21.49771  0.11
H  4.85506  -10.49328  -20.54244  0.11
H  2.10860  -9.12246  -20.75010  0.11
H  3.57645  -8.80683  -21.75540  0.12
H  3.79253  -6.26964  -19.26791  0.09
H  2.23334  -6.68309  -19.99305  0.08
H  3.66210  -6.59710  -20.96421  0.08
C  16.57801  -16.19756  -13.72012  -0.18
O  17.33679  -16.98728  -12.85071  -0.12
H  16.86636  -16.32427  -14.76362  0.08
H  15.52438  -16.47264  -13.67232  0.07
H  16.65748  -15.15434  -13.41440  0.08
H  17.04433  -16.85528  -11.94592  0.08
C  6.08543  -14.83587  -16.64209  -0.16
O  5.32737  -13.64481  -16.37514  -0.13
H  5.44138  -15.61599  -17.04793  0.07
H  6.89772  -14.63885  -17.34172  0.07
H  6.64577  -15.15199  -15.76221  0.07
H  4.92666  -13.39434  -17.21078  0.06
C  10.98781  -11.44917  -18.98176  -0.18
O  11.84536  -12.57242  -18.94625  -0.12
H  11.08981  -10.86801  -19.89825  0.07
H  9.92663  -11.69686  -18.95662  0.08
H  11.30477  -10.78689  -18.17614  0.08
H  11.36408  -13.29714  -19.35215  0.06

---

Values for LUMO level, eV, ordered as above
-5.00; 0.23
Values for largest force on an atom, Eh/bohr, ordered as above
0.1994; 0.0523